# 1
Density functional theory data (ωB97M-V/def2-TZVPD) for a molecular structure, C7H6GaNO7.

E_LUMO (alpha / beta), eV: -9.835 / -9.835
Energy relative to the best compared isomer or geometry (same formula, charge and spin), eV: 2.331
F_max, eV/Å: 8.63
Charge: +2

Geometry as XYZ:
```
22
Properties=species:S:1:pos:R:3:mulliken_charge:R:1
O 2.697 0.310 -3.743 -0.1497
C 1.616 0.346 -3.379 0.1726
Ga -1.445 -0.483 -0.588 0.4654
O -0.977 2.554 -0.559 -0.0982
C -1.153 1.416 -0.745 0.6751
C -3.231 -0.986 0.180 0.4607
O -3.881 -1.530 0.966 -0.1064
C -0.858 -2.468 -1.051 0.2813
O -0.997 -3.659 -0.993 -0.2917
C -2.033 -0.313 -3.233 0.1936
O -2.611 -0.128 -4.212 -0.0818
H -0.007 -1.391 -1.449 0.0480
N 0.881 0.894 2.883 -0.2529
C 1.957 0.686 1.838 -0.6631
C 1.200 0.255 0.586 0.6839
O 1.654 0.493 -0.544 -0.4596
O 0.052 -0.291 0.925 -0.5871
H 0.231 1.608 2.522 0.3106
H 1.272 1.202 3.778 0.3369
H 0.418 -0.026 2.947 0.3550
H 2.551 1.591 1.668 0.3738
H 2.665 -0.081 2.203 0.3334
```



# 2
Density functional theory data (ωB97M-V/def2-TZVPD) for a molecular structure, C21H21N3O3Sn.

E_LUMO, eV: -6.462
F_max, eV/Å: 2.22
Charge: +2

Geometry as XYZ:
```
49
Properties=species:S:1:pos:R:3:mulliken_charge:R:1
Sn 2.630 -0.028 0.624 1.1178
C 0.808 -1.274 4.272 -1.2472
C 0.154 -1.829 3.104 0.6237
O 0.424 -1.329 1.861 0.1323
C -0.803 -2.755 3.039 -0.9531
C -1.146 -2.922 1.720 0.7773
C -2.123 -3.891 1.144 -1.1637
N -0.395 -2.113 0.973 0.4979
N -0.499 -1.880 -0.336 -0.7816
C 0.503 -1.558 -1.099 0.5520
O 1.668 -1.152 -0.727 -0.6046
C 0.207 -1.553 -2.531 0.6654
C 1.049 -0.870 -3.451 -0.2806
C 0.694 -0.747 -4.784 -0.8776
C -0.511 -1.318 -5.217 -0.1634
C -1.338 -2.025 -4.360 -1.0708
C -0.965 -2.128 -3.031 0.0173
H 0.689 -0.168 4.315 0.3180
H 1.866 -1.546 4.334 0.3217
H 0.333 -1.688 5.208 0.3698
H -1.101 -3.324 3.903 0.4373
H -2.335 -4.590 1.944 0.3824
H -1.623 -4.515 0.343 0.3323
H -2.989 -3.442 0.670 0.2959
H 1.960 -0.374 -3.078 0.2410
H 1.278 -0.232 -5.531 0.4192
H -0.798 -1.278 -6.280 0.3593
H -2.178 -2.502 -4.813 0.4222
H -1.638 -2.668 -2.406 0.4386
N 5.602 -1.066 -1.057 0.0281
C 4.507 -0.791 -0.855 -0.1094
H 6.562 -1.302 -1.176 0.3121
C 1.704 3.737 -0.656 -1.3358
C 0.849 2.749 0.083 0.6125
O 1.203 1.535 0.100 -0.4151
C -0.404 3.133 0.755 0.5030
C -0.817 4.477 0.835 -0.4854
C -2.003 4.815 1.445 -0.7003
C -2.827 3.822 1.981 -0.3620
C -2.477 2.473 1.843 -0.6627
C -1.266 2.126 1.241 0.0337
H 2.264 3.117 -1.369 0.3374
H 2.363 4.245 0.057 0.3713
H 1.166 4.521 -1.180 0.4348
H -0.171 5.304 0.566 0.3656
H -2.234 5.885 1.561 0.3821
H -3.756 4.105 2.509 0.3834
H -3.126 1.737 2.282 0.4338
H -0.957 1.078 1.224 0.2941
```



# 3
Density functional theory data (ωB97M-V/def2-TZVPD) for a molecular structure, C26H37BrCl3NO2SiY.

E_LUMO, eV: -3.162
Energy relative to the best compared isomer or geometry (same formula, charge and spin), eV: 0.008
F_max, eV/Å: 2.01
Charge: +1

Geometry as XYZ:
```
72
Properties=species:S:1:pos:R:3:mulliken_charge:R:1
Y -0.222 0.697 -2.585 0.6103
N -0.654 -1.772 -2.466 -0.2606
C -0.093 -2.174 -3.735 0.8881
C -0.938 -2.648 -4.735 -0.8627
C -0.453 -3.112 -5.925 -0.6330
C 0.922 -3.119 -6.107 -0.7800
C 1.752 -2.674 -5.104 -0.6769
C 1.296 -2.195 -3.885 0.4757
C 2.195 -1.634 -2.871 0.0196
C 3.281 -2.313 -2.329 -0.7204
C 4.157 -1.619 -1.437 -0.6135
C 3.967 -0.290 -1.140 -0.7559
C 2.846 0.380 -1.659 -0.3985
C 1.950 -0.263 -2.493 0.1756
H -1.546 -2.273 -2.377 0.2851
H -0.056 -2.115 -1.742 0.1253
H -2.018 -2.605 -4.477 0.3258
H -1.168 -3.449 -6.664 0.4166
H 1.397 -3.471 -7.028 0.3923
H 2.825 -2.707 -5.302 0.4609
H 3.443 -3.338 -2.592 0.5731
H 4.972 -2.191 -0.985 0.3833
H 4.683 0.248 -0.487 0.3871
H 2.715 1.424 -1.405 0.7401
Cl -1.420 5.659 -2.464 -0.0973
C -1.638 4.437 -3.727 0.6146
Cl -1.122 4.959 -5.273 -0.0892
Cl -3.346 3.850 -3.780 -0.1405
C -0.753 3.140 -3.348 0.7765
O -0.493 2.993 -2.117 -0.5444
O -0.435 2.309 -4.233 -0.7644
C -0.066 3.200 1.674 -1.8479
C 0.389 1.839 2.279 2.5840
C 1.691 1.520 1.509 -1.7812
C 0.660 2.151 3.787 -1.9758
Si -0.711 0.324 2.147 -0.2888
Br -1.568 0.379 -0.090 -0.1929
C 0.080 -1.339 2.234 2.9798
C 0.985 -1.349 3.490 -1.7792
C -0.988 -2.469 2.396 -2.0906
C 0.897 -1.734 1.005 -1.3903
C -2.366 0.566 2.975 2.1980
C -3.497 -0.363 2.502 -1.8966
C -2.912 1.989 2.642 -2.2205
C -2.215 0.458 4.541 -1.5879
H 0.704 3.924 1.917 0.6377
H -0.970 3.487 2.173 0.3770
H -0.269 3.125 0.602 0.2567
H 2.309 2.413 1.487 0.6499
H 1.449 1.405 0.452 0.0300
H 2.306 0.670 1.865 0.2609
H 1.424 2.954 3.775 0.5039
H 1.034 1.332 4.404 0.3306
H -0.198 2.590 4.276 0.4526
H 0.452 -1.037 4.388 0.4456
H 1.863 -0.673 3.413 0.3093
H 1.398 -2.354 3.696 0.4607
H -1.698 -2.235 3.170 0.4247
H -0.499 -3.450 2.556 0.5492
H -1.520 -2.607 1.436 0.3487
H 1.764 -1.154 0.831 0.1561
H 0.316 -1.580 0.078 -0.5568
H 1.158 -2.804 1.061 0.6663
H -3.976 0.002 1.580 0.3751
H -4.270 -0.281 3.255 0.5716
H -3.239 -1.440 2.394 0.2838
H -2.851 2.196 1.585 0.3882
H -2.444 2.806 3.188 0.3737
H -3.992 2.075 2.905 0.5790
H -2.292 -0.592 4.891 0.3273
H -3.043 0.986 5.037 0.4485
H -1.340 0.935 4.969 0.3268
```



# 4
Density functional theory data (ωB97M-V/def2-TZVPD) for C4H7NO in the gas phase.

E_LUMO (alpha / beta), eV: -0.285 / -0.395
Energy relative to the best compared isomer or geometry (same formula, charge and spin), eV: 3.603
F_max, eV/Å: 0.92

Geometry as XYZ:
```
13
Properties=species:S:1:pos:R:3:mulliken_charge:R:1
C -1.237 -0.586 0.927 -0.8746
N -0.434 0.218 -0.053 0.0652
C -0.759 -0.178 -1.255 -0.3585
C 0.723 0.837 0.368 -0.0920
C 1.973 0.594 -0.276 -0.1835
O 3.061 1.012 0.099 -0.5643
H -2.288 -0.675 0.628 0.3087
H -1.141 -0.172 1.921 0.3087
H -0.795 -1.590 0.895 0.3478
H -0.036 -0.210 -2.048 0.2435
H -1.761 -0.553 -1.391 0.2040
H 0.698 1.408 1.291 0.3907
H 1.921 -0.105 -1.145 0.2042
```



# 5
Density functional theory data (ωB97M-V/def2-TZVPD) for a molecular structure, C4H11BClF4IrTi.

E_LUMO (alpha / beta), eV: -1.834 / -3.647
Spin multiplicity: 5
F_max, eV/Å: 2.68

Geometry as XYZ:
```
23
Properties=species:S:1:pos:R:3:mulliken_charge:R:1
Ir 1.090 -0.896 0.846 1.0557
Cl -0.819 -0.392 -0.277 -0.2508
C 2.037 -1.723 -0.698 -1.1422
H 3.021 -2.177 -0.425 0.2747
H 2.152 -0.953 -1.485 0.4123
H 1.279 -2.463 -1.072 0.3832
Ti -1.367 1.779 -0.498 0.6639
C -2.287 1.682 -2.412 -1.1641
C -2.874 2.144 0.886 -1.2191
C 0.355 2.729 -0.224 -1.0434
H -2.621 2.077 1.960 0.3407
H -3.091 3.206 0.636 0.3368
H -3.773 1.524 0.699 0.3058
H -1.626 1.201 -3.158 0.3272
H -3.200 1.057 -2.331 0.2914
H -2.556 2.715 -2.723 0.3136
H 1.128 2.834 -1.018 0.3174
H 0.750 3.268 0.653 0.3275
F 2.359 -1.690 2.027 -0.4814
B 2.502 -3.873 2.150 0.6725
F 3.359 -4.114 1.143 -0.2457
F 2.978 -3.771 3.390 -0.2154
F 1.202 -4.163 1.930 -0.2605
```



What is the F_max in the third record?
2.01 eV/Å